220
Properties=species:S:1:pos:R:3:forces:R:3:mulliken_charge:R:1 method="wB97M-V/def2-TZVPD" gap_ev=6.589 lumo_energy_ev=-3.325 homo_ev=-9.91 largest_force_ev_per_a=2.9 charge=+1 e_above_lowest_kcal_mol=136.89 total_energy_ha=-5852.8242
Zn 21.99246 0.33793 -3.84356 -0.21 2.55 0.86 -0.6663
C 22.79279 3.61990 -3.56651 -2.37 -1.48 -0.37 -0.5699
O 21.52747 4.08546 -4.06902 0.52 0.33 -0.38 0.0260
O 22.61679 2.20791 -3.42005 1.49 1.14 -0.60 1.5701
C 23.94199 4.25842 -4.48028 -1.23 -2.00 -0.65 0.2238
F 23.66569 4.15817 -5.81365 0.13 -0.50 0.62 -0.0238
F 24.01734 5.55269 -4.26505 0.53 0.81 0.75 -0.0968
F 25.13599 3.67388 -4.26944 -0.21 0.33 0.03 -0.2462
C 21.14356 5.46228 -3.84427 -1.06 -0.79 -0.14 0.7114
C 19.72889 5.62425 -4.46263 1.17 0.17 -0.31 -0.4975
H 19.28715 6.58297 -4.19092 -0.02 -0.03 0.28 0.3471
H 19.82272 5.66143 -5.54795 -0.05 -0.21 -0.11 -0.1130
H 19.07190 4.79971 -4.18586 0.07 0.10 0.14 -0.0377
H 21.86864 6.14832 -4.28212 -0.20 0.09 0.04 0.0440
H 21.04813 5.61536 -2.76930 0.35 0.18 0.21 -0.8178
H 22.87955 4.04595 -2.56699 0.62 0.19 0.28 -0.0736
C 20.98267 9.05290 -9.83541 0.45 -0.60 -0.17 -1.1171
C 22.42429 8.48539 -10.02963 -0.81 1.11 1.06 0.0956
C 22.95289 7.95877 -8.69733 0.05 0.25 1.11 -0.0775
O 23.50149 9.00597 -7.80607 0.12 -0.53 -0.67 -0.4064
C 23.96467 8.45985 -6.58328 -0.17 -1.52 0.17 -0.4708
N 22.44941 7.47568 -11.06200 0.40 0.30 -0.14 -0.6949
H 21.05444 9.97375 -9.25663 -0.55 0.02 -0.12 0.3460
H 20.31164 8.31699 -9.39240 0.35 -0.12 0.92 0.0871
H 20.43038 9.11719 -10.77292 0.53 0.98 -0.44 0.4896
H 23.07719 9.32250 -10.27675 0.11 0.02 -0.31 0.4568
H 23.65989 7.15079 -8.88551 0.55 0.23 0.03 0.1577
H 22.13280 7.50352 -8.14208 -0.28 -0.22 0.13 0.0491
H 24.55990 7.55966 -6.73643 0.19 -0.30 -0.50 0.3026
H 23.15687 8.09340 -5.94982 -0.64 0.12 0.05 -0.1024
H 24.62136 9.01263 -5.91150 -0.21 1.16 -0.77 0.5294
H 22.05877 7.96480 -11.85463 0.36 0.07 -0.68 0.3333
H 21.67905 6.85200 -10.86792 0.06 -0.60 0.29 0.2984
C 20.22651 4.46116 -0.23883 -0.35 -1.40 -1.13 -0.4861
C 19.45441 5.74582 -0.23408 -0.47 -0.28 1.27 1.4232
C 17.93901 5.47942 0.14899 0.53 1.88 -0.28 -1.2318
O 17.15822 4.83766 -0.83758 1.20 -0.50 0.79 -0.4468
C 17.02201 5.46799 -2.10942 -1.70 -1.01 0.45 -0.4309
N 20.09796 6.62202 0.74312 -0.86 0.75 0.20 -0.7020
H 19.70747 3.70855 -0.83236 -0.10 -0.19 -0.38 -0.0142
H 20.29445 3.99174 0.74256 0.19 0.37 0.25 0.6698
H 21.20874 4.58173 -0.69575 0.19 0.05 0.26 -0.3534
H 19.51842 6.24222 -1.20237 -0.17 -0.04 -0.09 -0.4501
H 17.45172 6.41719 0.41590 0.21 0.78 -0.47 0.3827
H 17.85641 5.03341 1.14012 0.19 -1.19 -0.34 0.3956
H 17.68213 6.28980 -2.38686 0.21 -0.31 0.21 0.2583
H 15.97771 5.77683 -2.15573 0.03 0.74 -0.11 0.3711
H 16.99742 4.60732 -2.77781 0.74 0.33 -0.62 0.1273
H 20.15880 6.14376 1.63063 -0.10 -0.04 0.21 0.3765
H 21.05235 6.82871 0.48518 0.12 -0.05 -0.21 0.2247
C 27.76529 11.43897 -6.38037 0.66 0.46 0.13 -1.4742
C 27.92212 10.34687 -7.38534 -0.69 -1.67 1.37 0.2432
C 28.17376 8.95851 -6.72513 0.25 -0.10 -1.55 -0.4744
O 27.09744 8.52449 -5.96394 -1.28 0.64 1.79 -0.2616
C 27.21937 7.21637 -5.44226 0.58 -0.41 -1.22 -0.5781
N 26.67290 10.27162 -8.09414 -0.48 0.09 -1.17 -0.5532
H 28.67205 11.42503 -5.77564 0.00 0.68 0.25 0.3773
H 26.89430 11.32985 -5.73417 0.02 -0.31 -0.10 0.2037
H 27.61471 12.34264 -6.97097 0.29 0.31 0.44 0.4187
H 28.78793 10.49762 -8.03012 -0.14 0.26 -0.17 0.4631
H 29.13204 8.87727 -6.21210 0.13 0.08 0.32 0.5781
H 28.17589 8.31292 -7.60337 0.61 -0.50 -0.22 0.0537
H 26.40208 6.82728 -4.83501 -0.27 1.01 0.26 0.0866
H 28.16318 7.09621 -4.91040 0.05 -0.09 0.12 0.4359
H 27.20297 6.54576 -6.30139 0.45 -0.44 -0.15 0.1983
H 26.06838 9.60630 -7.63369 -0.24 0.07 -0.01 -0.0351
H 26.76485 9.97811 -9.05617 0.05 -0.07 -0.07 0.2803
C 18.87439 1.48014 -3.48133 -0.73 -0.53 0.09 -1.4417
C 19.12740 0.17559 -4.24650 0.82 1.81 -0.48 0.4986
C 19.62439 0.52167 -5.63153 -0.21 0.39 -0.14 -0.7839
O 20.90971 1.15170 -5.62709 -0.25 -0.99 1.64 -0.0900
C 21.31890 1.69570 -6.84959 0.87 0.40 -0.92 -0.5756
N 20.18999 -0.57905 -3.59788 -0.02 -0.31 -0.86 -0.1986
H 18.37050 1.24480 -2.54388 0.18 0.22 0.22 0.4647
H 18.16718 2.06797 -4.06649 -0.05 0.10 0.04 0.6583
H 19.75901 2.09819 -3.32784 0.18 -0.17 0.03 -0.1518
H 18.18510 -0.33518 -4.44471 0.01 -0.43 0.48 0.2856
H 18.89908 1.25446 -5.98515 -0.01 -0.33 -0.80 0.4187
H 19.66193 -0.43225 -6.15758 0.01 0.21 -0.84 0.5084
H 21.31856 0.91149 -7.60663 -0.18 0.15 -0.29 0.5084
H 22.33435 2.08322 -6.76722 0.09 -0.29 0.39 0.0633
H 20.76014 2.58245 -7.14885 -0.59 -0.24 0.06 0.0655
H 19.91343 -0.94267 -2.69710 0.02 0.33 1.04 0.2633
H 20.37655 -1.46438 -4.04676 -0.25 -0.41 -0.78 0.3991
C 24.27590 5.63292 2.11525 -1.01 1.46 -0.32 -1.6608
C 24.31497 5.40632 0.58800 -0.75 0.06 0.88 0.8891
C 24.20318 6.60053 -0.40301 -0.87 -0.30 1.63 -0.4539
O 22.89823 7.18115 -0.22317 0.34 0.52 -1.24 -0.3780
C 22.70984 8.30973 -1.12857 -0.08 -0.53 0.62 -0.8454
N 25.52080 4.69690 0.32444 1.24 -0.19 -1.43 -0.3832
H 25.06959 6.27351 2.49971 0.37 0.08 -0.40 0.4076
H 24.35015 4.71511 2.69852 -0.28 -0.18 -0.32 0.4297
H 23.36944 6.18451 2.36463 -0.26 -0.23 0.32 0.3437
H 23.45356 4.80225 0.30312 -0.14 -0.31 0.14 -0.5368
H 24.29605 6.16327 -1.39713 0.19 0.23 -0.20 0.1362
H 24.93571 7.38296 -0.20479 0.40 -0.07 -0.17 0.4872
H 23.01581 9.23238 -0.63541 0.20 0.01 -0.04 0.3216
H 21.65588 8.41295 -1.38663 -0.10 -0.24 0.25 0.2013
H 23.25388 8.17239 -2.06306 0.19 -0.07 0.03 0.3987
H 25.64641 3.87921 0.90383 -0.16 0.06 0.22 0.3200
H 26.22813 5.36331 0.59955 0.75 -0.31 -0.09 0.2905
C 21.51980 0.48316 -0.39973 -2.01 1.55 0.79 -1.2081
C 22.05929 -0.82072 -0.78046 -0.83 -1.10 -0.24 0.4087
C 21.13374 -2.09747 -0.78991 0.06 0.34 -1.25 -1.0308
O 19.84167 -1.92082 -1.40419 0.67 0.42 0.57 -0.4920
C 19.04768 -3.09594 -1.45487 -0.25 0.27 0.14 -0.9050
N 22.70437 -0.52372 -2.08965 0.70 -1.86 -0.24 0.1887
H 20.76641 0.86173 -1.09052 0.06 -0.19 -0.59 -0.1362
H 22.30848 1.23498 -0.42903 -0.05 0.00 0.49 0.2667
H 20.91830 0.49090 0.50924 0.62 -0.03 0.50 0.5759
H 22.88682 -1.07014 -0.11631 -0.06 -0.26 0.23 0.5514
H 20.98154 -2.59608 0.16733 0.28 0.44 0.31 0.5284
H 21.64518 -2.79883 -1.44917 0.38 -0.42 0.15 0.3690
H 18.83561 -3.39112 -0.42725 -0.32 -0.25 -0.11 0.3081
H 19.47711 -3.93141 -2.00774 0.55 0.02 0.06 0.3438
H 18.15158 -2.81642 -2.00891 -0.17 -0.01 0.38 0.3282
H 23.40426 0.15046 -1.81447 0.86 1.24 0.00 0.0418
H 23.31208 -1.32308 -2.19831 0.25 -0.48 -0.78 0.3416
C 16.02659 6.40191 -5.56792 -0.61 -1.86 0.16 -0.9293
C 15.26474 7.72281 -5.67153 1.27 -1.01 2.33 0.2097
C 15.14189 8.38938 -4.23700 -0.15 0.25 -0.55 -0.3223
O 14.47480 7.61255 -3.31582 -0.31 -0.95 2.68 -0.3758
C 14.55312 8.18387 -1.93456 -1.35 -1.38 -1.71 -0.8078
N 16.13434 8.49353 -6.48483 -0.16 1.39 -0.91 -0.6360
H 15.61417 5.70186 -4.84132 -0.34 0.08 0.12 0.4301
H 17.09438 6.38447 -5.34970 0.15 1.09 0.35 -0.1570
H 16.03254 5.85891 -6.51302 -0.44 0.15 -0.31 0.3028
H 14.29108 7.55511 -6.13192 -0.05 0.12 0.12 0.3784
H 14.59942 9.33456 -4.25840 0.02 0.57 -0.73 0.3783
H 16.10285 8.61639 -3.77535 0.77 0.06 -0.72 0.1491
H 14.22424 7.39228 -1.26126 0.21 -0.19 -0.13 0.2796
H 13.74926 8.91806 -1.88102 0.51 0.61 0.12 0.3453
H 15.54922 8.50593 -1.63097 -0.01 0.27 -0.37 0.3445
H 17.03351 8.50290 -6.02494 0.24 0.23 -0.02 0.0410
H 15.81043 9.44759 -6.41441 0.14 0.49 -0.44 0.3460
C 19.41837 5.26456 -8.64077 -0.55 -0.07 1.57 -1.3381
C 20.16603 4.60531 -9.75014 -0.27 -0.16 1.24 0.8509
C 19.46414 3.29515 -10.15822 0.06 0.55 -0.95 -0.8964
O 20.30051 2.63263 -11.03433 0.69 -1.28 -2.06 -0.2864
C 19.84440 1.31327 -11.40122 1.28 -0.02 0.84 -0.7928
N 20.29223 5.66183 -10.75655 -0.93 -2.06 -0.58 -0.4889
H 19.89144 6.19809 -8.33610 0.12 -0.04 0.04 0.0323
H 19.31088 4.62188 -7.76698 0.24 -0.06 0.24 0.1777
H 18.38459 5.51071 -8.88325 -0.09 0.05 -0.46 0.4736
H 21.16611 4.32603 -9.41856 0.18 -0.02 0.03 -0.0593
H 18.58474 3.50299 -10.76777 -0.84 0.33 0.62 0.3481
H 19.25635 2.57415 -9.36759 -0.39 0.49 0.80 0.4124
H 18.80228 1.10037 -11.63945 -0.33 0.96 0.00 0.3259
H 20.09319 0.71296 -10.52610 -0.13 -0.54 0.06 0.2406
H 20.44303 0.93833 -12.23137 0.08 0.34 0.04 0.2875
H 19.34538 6.00873 -10.81340 -0.29 0.65 -0.23 0.3015
H 20.34898 5.08420 -11.58313 0.61 0.41 -1.07 0.2385
C 26.60855 1.48815 -12.61119 0.51 -1.15 -0.01 -1.5483
C 25.83663 2.65148 -12.01493 -0.30 0.02 0.96 0.4394
C 25.96087 2.85211 -10.43995 0.19 -0.09 -1.12 -0.6327
O 25.18769 3.95789 -9.99697 -0.25 -0.15 -0.86 -0.2353
C 25.21921 4.28807 -8.61427 0.54 -0.36 -1.16 0.0440
N 26.22320 3.84092 -12.72769 0.14 0.95 0.28 -0.7659
H 26.54021 0.52833 -12.09917 -0.74 -0.03 0.27 0.3732
H 27.69442 1.54158 -12.68957 0.20 1.01 0.26 0.3529
H 26.30955 1.32088 -13.64594 -0.30 0.11 0.07 0.3604
H 24.78484 2.52079 -12.26938 -0.19 -0.25 0.27 0.2759
H 27.02736 3.03423 -10.30753 0.34 0.09 0.48 0.1939
H 25.68322 1.94417 -9.90454 -0.10 -0.22 0.14 0.3832
H 25.10478 3.36672 -8.04320 -0.25 0.13 0.45 0.2894
H 24.43306 5.02895 -8.46881 -0.06 -0.31 0.23 -0.3927
H 26.17831 4.74911 -8.37830 0.19 0.04 0.28 0.2109
H 25.73741 4.59712 -12.26696 -0.58 0.44 -0.24 0.2939
H 27.17114 4.07687 -12.47109 0.65 -0.23 -0.25 0.2885
C 30.90554 6.83275 -7.88010 -0.93 -0.26 0.00 -1.6666
C 30.72171 5.78300 -6.81009 0.80 -0.35 0.36 1.1294
C 30.02476 4.53037 -7.26849 -1.40 -1.40 0.01 -1.1396
O 28.99418 4.19526 -6.31637 -0.68 -0.69 0.78 -0.0934
C 28.19653 3.00071 -6.49045 0.14 0.82 -1.17 -0.2863
N 32.04152 5.37127 -6.30444 0.07 0.52 0.08 -0.8092
H 31.23802 7.76064 -7.41472 0.22 0.04 -0.28 0.4610
H 29.90472 6.98894 -8.28266 0.09 0.36 -0.29 0.3256
H 31.55338 6.49730 -8.68997 0.16 0.10 0.13 0.3930
H 30.16710 6.21624 -5.97773 -0.52 0.05 -0.15 0.0206
H 30.73210 3.70285 -7.32318 0.21 0.03 -0.03 0.4432
H 29.55199 4.60846 -8.24752 -0.06 0.28 -0.29 0.3848
H 28.65244 2.02974 -6.29690 0.66 0.23 0.35 0.3505
H 27.83422 2.94178 -7.51678 0.15 0.07 -0.45 0.0644
H 27.26381 3.04981 -5.92856 0.34 0.46 0.54 0.0017
H 31.90717 5.08166 -5.34622 0.21 -0.31 0.22 0.2682
H 32.56560 6.23252 -6.24371 0.53 0.03 0.16 0.2771
C 19.83127 9.05394 -6.42321 0.77 0.50 -0.33 -0.5841
C 19.70144 10.09227 -5.27933 0.82 -1.79 -0.23 0.7723
C 20.54941 11.33666 -5.40398 -0.13 0.30 -0.24 -0.7228
O 20.27480 12.31115 -4.41038 0.04 0.10 0.96 -0.4261
C 20.97737 12.16393 -3.19865 0.62 0.32 0.70 -0.5149
N 18.32913 10.32474 -5.17157 -2.69 0.63 0.89 -0.3464
H 19.17292 8.19045 -6.32795 -0.21 0.22 0.46 -0.2737
H 20.82624 8.63216 -6.56548 0.28 0.29 0.07 -0.0821
H 19.55722 9.53956 -7.35978 0.00 0.02 -0.13 0.3634
H 19.97163 9.57148 -4.36071 0.28 -0.05 0.28 -0.1534
H 20.23489 11.88729 -6.29054 0.46 -0.34 -0.52 0.3201
H 21.59470 11.02773 -5.41047 0.30 0.38 -0.24 0.3627
H 20.65575 12.81056 -2.38224 -1.43 -0.09 -0.25 0.3021
H 21.98252 12.58542 -3.18743 0.70 -0.56 -1.04 0.3239
H 20.99088 11.13897 -2.82799 0.04 -0.12 -0.03 0.1000
H 18.08373 10.80265 -4.31630 0.09 0.11 0.17 0.2726
H 17.92262 10.89344 -5.90055 0.24 0.05 -0.43 0.3008
C 25.98844 0.34861 -3.38894 0.67 0.13 0.24 -0.9398
C 26.17936 0.96711 -1.98718 0.13 -0.36 -0.59 0.4011
C 27.24518 2.08644 -1.87262 0.33 0.52 -1.15 -0.6002
O 28.60729 1.82861 -2.20407 -0.16 -0.64 0.25 -0.3415
C 29.31455 1.01693 -1.25598 -0.66 0.32 -0.61 -0.7538
N 24.88910 1.46531 -1.58614 -0.99 -0.13 0.99 -0.2954
H 25.64042 1.07043 -4.12783 0.48 0.31 -0.04 -0.0574
H 25.23085 -0.43350 -3.43864 -0.11 -0.22 0.57 0.1638
H 26.92598 -0.13465 -3.66384 0.00 0.24 -0.46 0.4455
H 26.42778 0.13645 -1.32658 0.19 -0.03 0.22 0.4889
H 27.16475 2.62180 -0.92656 0.01 -0.40 0.58 0.5130
H 26.97872 2.86746 -2.58473 -0.24 -0.03 -0.24 -0.1212
H 28.94013 -0.00541 -1.30818 -0.08 -0.15 0.35 0.2821
H 29.18173 1.46230 -0.27002 0.15 -0.26 0.26 0.3076
H 30.36925 0.97647 -1.52816 -0.12 0.31 -0.05 0.2646
H 24.90561 2.01190 -0.73698 0.20 0.12 0.11 0.0665
H 24.37700 1.99809 -2.27461 0.15 0.14 -0.46 -0.1690